Entry from OMol25: 10 unconnected molecules or ions with the total composition C51H55BN11O2 at a distorted geometry (ωB97M-V with the def2-TZVPD basis set).

Structure (XYZ):
```
120
Properties=species:S:1:pos:R:3
C 6.0682 -0.4809 -1.5647
C 6.1736 -1.2350 -3.0486
O 5.6246 -0.3278 -4.1061
B 6.7355 0.0089 -5.0561
O 6.8219 -0.8001 -6.3003
N 7.7663 1.1214 -4.7219
C 8.6953 1.4524 -5.8617
C 9.8288 2.6538 -5.5951
C 9.8256 3.3240 -4.0614
C 8.6587 2.6647 -3.0588
N 7.6803 1.6136 -3.4563
H 5.2676 -0.9730 -0.8641
H 5.8811 0.6730 -1.7527
H 7.1276 -0.5535 -1.0497
H 7.3348 -1.3167 -3.2891
H 5.6662 -2.2951 -3.0544
H 7.6724 -1.3296 -6.1940
H 8.7045 0.9506 -6.9193
H 10.5866 3.0212 -6.4105
H 10.5610 4.1657 -3.7139
H 8.6341 3.0885 -1.9513
N 2.5610 -3.7844 -2.0926
C 2.1080 -4.2045 -0.8911
C 1.2909 -3.4466 -0.0676
C 0.9171 -2.1781 -0.4986
C 1.3692 -1.7166 -1.7305
C 2.1799 -2.5494 -2.4849
H 2.4297 -5.1996 -0.5978
H 0.9546 -3.8357 0.8867
H 0.2787 -1.5543 0.1203
H 1.0962 -0.7326 -2.0945
H 2.5554 -2.2361 -3.4551
N 5.1431 0.8802 1.1370
C 6.2945 0.9562 1.8398
C 6.3486 1.1032 3.2166
C 5.1500 1.1813 3.9178
C 3.9477 1.1081 3.2218
C 3.9956 0.9572 1.8453
H 7.2027 0.8937 1.2475
H 7.3022 1.1560 3.7296
H 5.1525 1.2981 4.9976
H 2.9967 1.1664 3.7390
H 3.0842 0.8914 1.2576
N 3.9917 -2.9672 4.2411
C 3.9697 -4.0986 4.9791
C 4.0011 -5.3733 4.4365
C 4.0544 -5.4983 3.0523
C 4.0763 -4.3515 2.2652
C 4.0454 -3.1203 2.9001
H 3.9246 -3.9488 6.0539
H 3.9839 -6.2473 5.0776
H 4.0789 -6.4811 2.5906
H 4.1171 -4.4151 1.1838
H 4.0643 -2.1959 2.3296
N 0.4980 1.7959 -3.7259
C 0.8314 3.1022 -3.8148
C -0.0367 4.1409 -3.5188
C -1.3277 3.8235 -3.1101
C -1.7015 2.4872 -3.0108
C -0.7616 1.5188 -3.3248
H 1.8486 3.2986 -4.1410
H 0.2858 5.1723 -3.6052
H -2.0367 4.6107 -2.8708
H -2.7003 2.2070 -2.6957
H -1.0040 0.4618 -3.2594
N -4.6665 4.5213 -4.2693
C -5.9301 4.0455 -4.3181
C -6.6218 3.8152 -5.4965
C -5.9823 4.0926 -6.7000
C -4.6815 4.5855 -6.6824
C -4.0710 4.7796 -5.4538
H -6.3872 3.8476 -3.3529
H -7.6347 3.4293 -5.4763
H -6.4930 3.9261 -7.6440
H -4.1559 4.8121 -7.6030
H -3.0551 5.1590 -5.3875
N -0.2110 -5.3903 2.5507
C 0.5746 -4.8719 3.5200
C 0.3858 -5.1063 4.8726
C -0.6754 -5.9187 5.2579
C -1.5034 -6.4657 4.2830
C -1.2321 -6.1765 2.9553
H 1.3870 -4.2421 3.1692
H 1.0497 -4.6659 5.6077
H -0.8558 -6.1241 6.3090
H -2.3390 -7.1023 4.5507
H -1.8473 -6.5825 2.1572
N -3.1506 -10.0882 6.7113
C -2.1418 -9.9096 5.8305
C -2.1734 -10.3614 4.5209
C -3.3060 -11.0418 4.0865
C -4.3607 -11.2431 4.9709
C -4.2378 -10.7507 6.2602
H -1.2787 -9.3761 6.2178
H -1.3350 -10.1875 3.8559
H -3.3665 -11.4120 3.0672
H -5.2568 -11.7699 4.6633
H -5.0353 -10.8792 6.9867
N -6.4100 4.7714 -0.5486
C -6.6190 5.3291 0.6641
C -5.7897 6.2870 1.2251
C -4.6746 6.6971 0.5020
C -4.4314 6.1398 -0.7492
C -5.3204 5.1909 -1.2279
H -7.5001 4.9739 1.1906
H -6.0076 6.7027 2.2023
H -4.0008 7.4450 0.9097
H -3.5709 6.4378 -1.3374
H -5.1760 4.7292 -2.2007
N -10.1319 7.7461 3.5812
C -9.3541 7.1685 2.6395
C -9.4967 7.3915 1.2794
C -10.5002 8.2565 0.8559
C -11.3186 8.8653 1.8018
C -11.0964 8.5825 3.1399
H -8.5877 6.4993 3.0197
H -8.8416 6.9023 0.5675
H -10.6432 8.4549 -0.2023
H -12.1099 9.5439 1.5041
H -11.7063 9.0356 3.9164
```

Properties
- Spin multiplicity: 1
- Total charge: +1

Atom charges from the Löwdin analysis, given in e for atoms 1 to 99: number 1, C, carries -0.104; number 2, C, carries -0.184; number 3, O, carries -0.052; number 4, B, carries -0.398; number 5, O, carries 0.084; number 6, N, carries -0.007; number 7, C, carries 0.127; number 8, C, carries 0.071; number 9, C, carries 0.084; number 10, C, carries 0.043; number 11, N, carries 0.123; number 12, H, carries 0.077; number 13, H, carries 0.079; number 14, H, carries 0.076; number 15, H, carries 0.114; number 16, H, carries 0.145; number 17, H, carries 0.132; number 18, H, carries 0.157; number 19, H, carries 0.117; number 20, H, carries 0.120; number 21, H, carries 0.141; number 22, N, carries 0.049; number 23, C, carries -0.162; number 24, C, carries -0.071; number 25, C, carries -0.070; number 26, C, carries -0.074; number 27, C, carries -0.160; number 28, H, carries 0.101; number 29, H, carries 0.070; number 30, H, carries 0.107; number 31, H, carries 0.084; number 32, H, carries 0.099; number 33, N, carries 0.046; number 34, C, carries -0.161; number 35, C, carries -0.074; number 36, C, carries -0.069; number 37, C, carries -0.069; number 38, C, carries -0.151; number 39, H, carries 0.089; number 40, H, carries 0.102; number 41, H, carries 0.110; number 42, H, carries 0.107; number 43, H, carries 0.103; number 44, N, carries 0.061; number 45, C, carries -0.164; number 46, C, carries -0.083; number 47, C, carries -0.076; number 48, C, carries -0.085; number 49, C, carries -0.155; number 50, H, carries 0.103; number 51, H, carries 0.106; number 52, H, carries 0.110; number 53, H, carries 0.090; number 54, H, carries 0.093; number 55, N, carries 0.047; number 56, C, carries -0.160; number 57, C, carries -0.079; number 58, C, carries -0.085; number 59, C, carries -0.067; number 60, C, carries -0.156; number 61, H, carries 0.095; number 62, H, carries 0.100; number 63, H, carries 0.091; number 64, H, carries 0.105; number 65, H, carries 0.098; number 66, N, carries 0.045; number 67, C, carries -0.139; number 68, C, carries -0.061; number 69, C, carries -0.072; number 70, C, carries -0.071; number 71, C, carries -0.142; number 72, H, carries 0.094; number 73, H, carries 0.106; number 74, H, carries 0.108; number 75, H, carries 0.103; number 76, H, carries 0.097; number 77, N, carries 0.056; number 78, C, carries -0.149; number 79, C, carries -0.070; number 80, C, carries -0.071; number 81, C, carries -0.076; number 82, C, carries -0.143; number 83, H, carries 0.079; number 84, H, carries 0.097; number 85, H, carries 0.108; number 86, H, carries 0.097; number 87, H, carries 0.104; number 88, N, carries 0.054; number 89, C, carries -0.167; number 90, C, carries -0.087; number 91, C, carries -0.080; number 92, C, carries -0.077; number 93, C, carries -0.150; number 94, H, carries 0.098; number 95, H, carries 0.101; number 96, H, carries 0.105; number 97, H, carries 0.102; number 98, H, carries 0.102; number 99, N, carries 0.062

---

Entry from OMol25: a molecular structure, C34H48BFN2O20S at a distorted geometry (ωB97M-V with the def2-TZVPD basis set).

Structure (XYZ):
```
107
Properties=species:S:1:pos:R:3
C 4.6608 2.4664 1.4348
C 3.7474 3.1440 0.3591
C 2.6510 4.0327 1.0292
F 2.9174 4.1338 2.4013
C 1.2277 3.4820 0.8924
C 0.8265 2.7126 -0.1712
C -0.5250 2.1749 -0.2496
C -1.4937 2.3919 0.6987
B -2.9129 1.6925 0.4688
O -4.0162 2.3331 1.0617
O -3.0421 0.5591 -0.3048
C -2.2193 -0.5431 0.1060
C -1.1731 3.2245 1.8430
N -1.9821 3.5589 2.8335
S -1.0471 4.4957 3.8306
N 0.3312 4.4754 3.0018
C 0.2071 3.7485 1.8872
H 4.0449 1.9603 2.1956
H 5.2167 1.6617 0.9159
H 5.3569 3.1807 1.8940
H 4.3769 3.7958 -0.2713
H 3.3457 2.3437 -0.2774
H 2.7462 5.0438 0.5922
H 1.5268 2.4880 -0.9796
H -0.8040 1.5557 -1.1099
H -4.1000 1.9267 1.9380
H -1.5958 -0.8383 -0.7587
H -1.5305 -0.3137 0.9360
H -2.8310 -1.4235 0.3676
C -5.7021 5.2033 -0.4271
C -4.7159 6.0666 0.3174
C -4.6434 5.7746 1.7917
O -4.2485 7.0422 2.3326
C -4.6868 7.9987 1.4714
O -4.6926 9.1641 1.7073
O -5.1200 7.4456 0.3086
H -6.7150 5.3702 -0.0705
H -5.6989 5.4546 -1.4884
H -5.4577 4.1464 -0.3180
H -3.7282 6.0023 -0.1502
H -3.9103 5.0063 2.0314
H -5.6082 5.4950 2.2244
C 3.2746 -2.5423 0.2927
C 2.9313 -1.8487 -0.9999
C 3.3455 -0.4029 -1.0475
O 2.3822 0.1603 -1.9482
C 1.2650 -0.6101 -1.8689
O 0.2112 -0.3171 -2.3407
O 1.5060 -1.7496 -1.1783
H 2.7499 -2.0837 1.1343
H 2.9574 -3.5864 0.2582
H 4.3518 -2.5094 0.4775
H 3.3389 -2.4082 -1.8467
H 4.3556 -0.2690 -1.4300
H 3.2590 0.1040 -0.0820
C -6.9862 0.2149 3.7136
C -7.2131 1.7020 3.5809
C -8.6169 2.1440 3.9057
O -8.7580 3.3173 3.0986
C -7.9215 3.1722 2.0379
O -7.9170 3.8697 1.0760
O -7.0819 2.1229 2.2162
H -7.6119 -0.3383 3.0114
H -5.9513 -0.0341 3.4742
H -7.2000 -0.1261 4.7271
H -6.4764 2.2501 4.1767
H -8.7477 2.3834 4.9594
H -9.3798 1.4201 3.6074
C 5.4253 -7.1999 -1.8776
C 6.3613 -6.2831 -1.1289
C 6.4792 -6.5932 0.3392
O 6.7903 -5.3078 0.8961
C 6.2703 -4.3764 0.0618
O 6.1824 -3.2148 0.3192
O 5.8578 -4.9338 -1.1011
H 4.4042 -7.1110 -1.4995
H 5.3920 -6.9245 -2.9329
H 5.7436 -8.2350 -1.7995
H 7.3405 -6.2670 -1.6129
H 7.2673 -7.3065 0.5534
H 5.5460 -6.9493 0.7835
C 10.8642 -11.1896 1.4593
C 10.5119 -10.4779 0.1756
C 10.9164 -9.0272 0.1444
O 9.9443 -8.4620 -0.7426
C 8.8367 -9.2399 -0.6668
O 7.7784 -8.9471 -1.1313
O 9.0881 -10.3872 0.0073
H 10.3408 -10.7448 2.3074
H 10.5528 -12.2335 1.4112
H 11.9380 -11.1551 1.6452
H 10.9188 -11.0231 -0.6808
H 11.9229 -8.8801 -0.2418
H 10.8318 -8.5325 1.1153
C -7.4092 5.5501 -3.7872
C -7.9223 4.8062 -4.9960
C -7.9379 3.3079 -4.8351
O -7.7784 2.8556 -6.1825
C -7.1130 3.8324 -6.8565
O -6.6534 3.7054 -7.9437
O -7.0429 4.9719 -6.1170
H -6.3697 5.2911 -3.5830
H -7.4326 6.6259 -3.9662
H -8.0107 5.3313 -2.9041
H -8.9081 5.1858 -5.2813
H -8.8721 2.9413 -4.4138
H -7.1045 2.9281 -4.2382
```

Properties
- Energy above the lowest of the compared OMol25 structures with the same formula, charge and spin: 54.8 kJ/mol
- Spin multiplicity: 1

Atom charges from the Löwdin analysis, given in e for atoms 1 to 99: number 1, C, carries -0.093; number 2, C, carries -0.168; number 3, C, carries -0.251; number 4, F, carries -0.035; number 5, C, carries -0.081; number 6, C, carries 0.013; number 7, C, carries 0.004; number 8, C, carries -0.031; number 9, B, carries -0.561; number 10, O, carries 0.117; number 11, O, carries 0.040; number 12, C, carries -0.064; number 13, C, carries -0.318; number 14, N, carries -0.215; number 15, S, carries 1.023; number 16, N, carries -0.248; number 17, C, carries -0.248; number 18, H, carries 0.078; number 19, H, carries 0.068; number 20, H, carries 0.076; number 21, H, carries 0.113; number 22, H, carries 0.065; number 23, H, carries 0.154; number 24, H, carries 0.106; number 25, H, carries 0.109; number 26, H, carries 0.100; number 27, H, carries 0.080; number 28, H, carries 0.097; number 29, H, carries 0.096; number 30, C, carries -0.016; number 31, C, carries -0.316; number 32, C, carries -0.093; number 33, O, carries 0.059; number 34, C, carries -0.558; number 35, O, carries 0.157; number 36, O, carries 0.088; number 37, H, carries 0.072; number 38, H, carries 0.062; number 39, H, carries 0.085; number 40, H, carries 0.161; number 41, H, carries 0.103; number 42, H, carries 0.138; number 43, C, carries -0.017; number 44, C, carries -0.316; number 45, C, carries -0.095; number 46, O, carries 0.051; number 47, C, carries -0.553; number 48, O, carries 0.147; number 49, O, carries 0.092; number 50, H, carries 0.095; number 51, H, carries 0.092; number 52, H, carries 0.060; number 53, H, carries 0.163; number 54, H, carries 0.146; number 55, H, carries 0.126; number 56, C, carries -0.019; number 57, C, carries -0.338; number 58, C, carries -0.097; number 59, O, carries 0.071; number 60, C, carries -0.543; number 61, O, carries 0.155; number 62, O, carries 0.083; number 63, H, carries 0.094; number 64, H, carries 0.082; number 65, H, carries 0.092; number 66, H, carries 0.160; number 67, H, carries 0.140; number 68, H, carries 0.141; number 69, C, carries -0.022; number 70, C, carries -0.328; number 71, C, carries -0.089; number 72, O, carries 0.074; number 73, C, carries -0.551; number 74, O, carries 0.127; number 75, O, carries 0.087; number 76, H, carries 0.092; number 77, H, carries 0.090; number 78, H, carries 0.069; number 79, H, carries 0.158; number 80, H, carries 0.119; number 81, H, carries 0.145; number 82, C, carries -0.021; number 83, C, carries -0.331; number 84, C, carries -0.092; number 85, O, carries 0.072; number 86, C, carries -0.540; number 87, O, carries 0.147; number 88, O, carries 0.097; number 89, H, carries 0.093; number 90, H, carries 0.089; number 91, H, carries 0.093; number 92, H, carries 0.161; number 93, H, carries 0.142; number 94, H, carries 0.142; number 95, C, carries -0.026; number 96, C, carries -0.336; number 97, C, carries -0.100; number 98, O, carries 0.062; number 99, C, carries -0.555

---

Entry from OMol25: a single C7H8BrI molecule at a distorted geometry (ωB97M-V with the def2-TZVPD basis set).

Structure (XYZ):
```
17
Properties=species:S:1:pos:R:3
C -0.5574 0.4709 -1.2281
C -0.0698 -0.7597 -0.4474
C -0.5238 -0.6414 0.9774
C 0.2212 -0.0552 1.9157
C 1.5414 0.4604 1.6246
C 2.1506 0.1570 0.4824
I 4.0484 0.8509 -0.0801
C 1.4411 -0.8757 -0.5358
Br 2.0458 -2.6798 -0.0150
H -0.2014 1.3859 -0.7588
H -1.6445 0.4863 -1.2429
H -0.1983 0.4479 -2.2544
H -0.5149 -1.6527 -0.8993
H -1.5226 -0.9830 1.1962
H -0.1529 0.0673 2.9192
H 2.0115 1.1032 2.3531
H 1.8124 -0.7236 -1.5464
```

Properties
- Energy above the lowest of the compared OMol25 structures with the same formula, charge and spin: 0.0 kJ/mol
- Spin multiplicity: 1

And the natural (NBO) charges, in e, turn out to be: number 1, C, carries -0.592; number 2, C, carries -0.313; number 3, C, carries -0.130; number 4, C, carries -0.237; number 5, C, carries -0.280; number 6, C, carries -0.136; number 7, I, carries 0.174; number 8, C, carries -0.249; number 9, Br, carries -0.012; number 10, H, carries 0.217; number 11, H, carries 0.219; number 12, H, carries 0.210; number 13, H, carries 0.233; number 14, H, carries 0.213; number 15, H, carries 0.220; number 16, H, carries 0.228; number 17, H, carries 0.234

---

| no. | LUMO energy (eV) | highest occupied orbital energy (eV) |
| --- | --- | --- |
| 1 | -5.900 | -10.486 |
| 2 | -0.655 | -9.032 |
| 3 | 0.325 | -8.592 |